No. 1
The following is a DFT calculation (ωB97M-V/def2-TZVPD) of an isolated molecule of C18H25N3O3.

```
49
Properties=species:S:1:pos:R:3:mulliken_charge:R:1
C -1.241 4.775 2.337 -1.40
C -0.255 3.684 2.051 0.93
C 0.219 3.483 0.760 -1.02
C 1.131 2.487 0.475 -0.19
C 1.603 1.660 1.491 0.47
C 1.136 1.853 2.787 -0.29
C 0.219 2.853 3.056 -0.99
H -0.129 2.988 4.071 0.30
H 1.491 1.234 3.596 0.41
N 2.514 0.626 1.219 0.26
C 3.388 0.574 0.174 0.27
O 3.537 1.407 -0.691 -0.65
C 4.144 -0.746 0.277 -0.88
H 4.336 -1.175 -0.705 0.38
C 3.260 -1.600 1.178 0.16
H 3.815 -2.335 1.762 0.45
C 2.616 -0.536 2.082 -1.16
H 1.629 -0.839 2.438 0.54
H 3.257 -0.324 2.947 0.45
C 2.134 -2.351 0.460 0.36
O 1.707 -3.402 0.889 -0.69
N 1.634 -1.737 -0.632 -0.01
H 1.997 -0.844 -0.924 0.21
C 0.434 -2.182 -1.301 -1.09
H 0.654 -2.349 -2.359 0.34
C -0.683 -1.145 -1.130 -0.59
N -1.964 -1.656 -1.574 0.07
C -2.085 -1.710 -3.022 -0.38
C -3.421 -2.355 -3.390 -0.76
O -4.506 -1.643 -2.847 -0.38
C -4.388 -1.568 -1.446 -0.66
C -3.079 -0.897 -1.031 -0.52
H -3.006 -0.888 0.058 0.40
H -3.075 0.146 -1.397 0.32
H -5.246 -0.992 -1.095 0.36
H -4.422 -2.580 -1.015 0.36
H -3.564 -2.356 -4.471 0.37
H -3.430 -3.390 -3.016 0.36
H -1.275 -2.314 -3.431 0.34
H -2.035 -0.698 -3.465 0.30
H -0.768 -0.917 -0.063 0.35
H -0.406 -0.211 -1.653 0.30
H 0.133 -3.125 -0.842 0.42
H 5.108 -0.550 0.752 0.37
H 1.490 2.359 -0.533 0.46
H -0.136 4.118 -0.040 0.37
H -2.126 4.662 1.712 0.33
H -1.546 4.761 3.380 0.34
H -0.801 5.747 2.118 0.32
```

As for the strongest force on any atom: 0.6 eV/A. As for the SMILES: Cc1ccc(N2C[C@@H](C(=O)NCCN3CCOCC3)CC2=O)cc1. The HOMO energy comes out at -8.5 eV. The relative energy (zero: lowest compared OMol25 entry of this formula, charge and spin) is 37.3 kcal per mole. Its charge is 0.

---

No. 2
The following is a DFT calculation (ωB97M-V/def2-TZVPD) of an isolated molecule of C18H25N3O3S.

```
50
Properties=species:S:1:pos:R:3:mulliken_charge:R:1
C 3.671 5.958 0.046 -1.16
C 3.396 5.069 -1.161 -0.19
C 4.613 4.253 -1.602 -0.52
H 5.437 4.931 -1.828 0.36
C 5.103 3.240 -0.563 -0.99
N 4.102 2.245 -0.252 -0.16
C 4.183 0.971 -0.693 0.07
O 5.122 0.541 -1.331 -0.64
C 3.022 0.102 -0.307 1.10
C 1.719 0.572 -0.317 -1.22
C 0.674 -0.287 0.015 0.22
C 0.940 -1.616 0.365 0.42
C 2.254 -2.079 0.357 -0.80
C 3.284 -1.231 0.016 -0.79
H 4.306 -1.576 -0.012 0.48
H 2.432 -3.111 0.618 0.49
C -0.162 -2.517 0.723 0.80
O -0.011 -3.679 1.027 -0.66
N -1.436 -1.946 0.701 0.14
C -1.695 -0.660 0.325 0.23
S -3.206 -0.010 0.240 -0.38
N -0.632 0.131 0.008 -0.07
H -0.860 1.078 -0.267 0.31
C -2.552 -2.809 1.056 -1.43
C -3.180 -3.456 -0.177 -0.33
C -4.367 -4.337 0.231 -0.77
O -5.339 -3.681 1.000 -0.38
C -6.106 -2.715 0.303 0.18
C -7.260 -2.291 1.197 -1.39
H -6.872 -1.862 2.117 0.32
H -7.873 -3.152 1.449 0.32
H -7.870 -1.551 0.688 0.39
H -5.494 -1.839 0.051 0.04
H -6.487 -3.152 -0.633 0.34
H -4.821 -4.765 -0.677 0.40
H -4.012 -5.155 0.865 0.38
H -3.513 -2.677 -0.866 0.31
H -2.441 -4.077 -0.686 0.38
H -3.301 -2.214 1.582 0.46
H -2.163 -3.582 1.722 0.44
H 1.490 1.587 -0.609 0.55
H 3.312 2.534 0.300 0.31
H 5.962 2.698 -0.965 0.38
H 5.403 3.748 0.357 0.42
H 4.364 3.711 -2.518 0.30
H 3.089 5.698 -1.998 0.34
H 2.561 4.399 -0.940 0.07
H 4.523 6.606 -0.147 0.29
H 2.807 6.584 0.257 0.38
H 3.883 5.370 0.936 0.29
```

As for the strongest force on any atom: 0.7 eV/A. As for the SMILES: CCCCNC(=O)c1ccc2c(=O)n(CCCOCC)c(=S)[nH]c2c1. The HOMO energy comes out at -8.6 eV. The relative energy (zero: lowest compared OMol25 entry of this formula, charge and spin) is 25.6 kcal per mole. Its charge is 0.

---

No. 3
The following is a DFT calculation (ωB97M-V/def2-TZVPD) of a cluster of 2 separate species, C18H25N3O4 in total in a non-equilibrium geometry.

```
50
Properties=species:S:1:pos:R:3:mulliken_charge:R:1
C -5.593 1.749 1.027 -0.78
O -5.192 0.624 1.839 -0.46
C -3.927 0.163 1.660 0.88
C -3.504 -0.916 2.483 -0.77
C -2.215 -1.391 2.372 -0.52
C -1.288 -0.791 1.481 0.47
C 0.104 -1.213 1.439 -0.80
C 1.173 -0.373 1.551 0.44
C 2.524 -0.948 1.429 0.05
O 2.744 -2.150 1.254 -0.66
N 3.606 -0.061 1.519 -0.01
C 4.927 -0.630 1.393 -1.09
C 3.497 1.330 1.653 0.68
O 4.469 2.080 1.664 -0.64
N 2.200 1.838 1.784 0.05
C 2.098 3.268 1.977 -1.14
C 1.034 1.064 1.883 0.90
O -0.013 1.626 2.216 -0.68
C -1.744 0.249 0.640 -0.51
C -3.033 0.733 0.719 -0.63
H -6.630 1.933 1.296 0.24
H -4.974 2.626 1.254 0.34
H -5.511 1.510 -0.040 0.31
H -4.215 -1.334 3.197 0.42
H -1.860 -2.207 3.010 0.44
H 0.322 -2.283 1.381 0.53
H 5.633 0.187 1.478 0.39
H 5.081 -1.366 2.186 0.32
H 5.027 -1.132 0.427 0.30
H 1.041 3.514 2.027 0.37
H 2.592 3.556 2.908 0.33
H 2.582 3.776 1.144 0.33
H -1.054 0.704 -0.075 0.52
H -3.321 1.579 0.088 0.33
C 1.956 0.282 -4.416 -1.33
C 1.325 -0.361 -3.191 -0.03
N 0.146 -1.134 -3.517 -0.35
C -0.517 -1.790 -2.412 0.47
C -1.740 -2.577 -2.859 -1.45
H 2.845 0.841 -4.120 0.37
H 2.254 -0.479 -5.142 0.34
H 1.259 0.974 -4.898 0.33
H 2.039 -1.054 -2.720 0.25
H 1.086 0.423 -2.444 0.11
H -0.510 -0.586 -4.065 0.28
H 0.222 -2.465 -1.956 0.24
H -0.809 -1.061 -1.628 -0.29
H -2.200 -3.060 -1.996 0.37
H -2.480 -1.918 -3.323 0.33
H -1.458 -3.351 -3.578 0.38
```

As for the strongest force on any atom: 1.8 eV/A. As for the SMILES: COc1ccc(C=C2C(=O)N(C)C(=O)N(C)C2=O)cc1.CCNCC. The HOMO energy comes out at -8.4 eV. The relative energy (zero: lowest compared OMol25 entry of this formula, charge and spin) is 46.2 kcal per mole. Its charge is 0.

---

No. 4
The following is a DFT calculation (ωB97M-V/def2-TZVPD) of a cluster of 2 separate species, C18H25N3O4S in total in a non-equilibrium geometry.

```
51
Properties=species:S:1:pos:R:3:mulliken_charge:R:1
C -4.918 -0.730 0.222 -1.38
C -3.821 -1.726 0.547 0.63
C -4.050 -2.464 1.830 -1.36
O -2.574 -0.933 0.528 -0.09
C -1.428 -1.654 0.450 0.16
N -0.366 -0.722 0.130 0.80
N 0.651 -1.262 -0.405 -0.76
C 1.911 -1.002 0.189 0.61
O 2.133 -0.371 1.208 -0.51
O 2.833 -1.628 -0.578 -0.35
C 4.232 -1.130 -0.499 0.76
C 4.861 -1.577 -1.811 -1.39
C 4.968 -1.631 0.705 -1.36
O -1.323 -2.844 0.661 -0.56
H -5.898 -1.220 0.211 0.44
H -4.938 0.079 0.966 0.30
H -4.757 -0.284 -0.767 0.26
H -3.747 -2.470 -0.261 0.26
H -5.062 -2.887 1.806 0.40
H -3.340 -3.291 1.926 0.33
H -3.977 -1.799 2.700 0.30
H 4.199 -0.028 -0.472 0.25
H 5.869 -1.163 -1.922 0.41
H 4.928 -2.675 -1.840 0.32
H 4.265 -1.245 -2.671 0.32
H 5.992 -1.245 0.682 0.39
H 4.496 -1.282 1.626 0.33
H 5.016 -2.726 0.690 0.32
C -0.046 0.143 -2.848 -0.75
S -0.470 1.860 -2.388 0.24
C -1.926 2.026 -3.488 -1.04
C -1.143 1.715 -0.834 -0.83
C -0.476 2.128 0.331 1.36
C -1.175 2.179 1.582 -0.69
C -0.481 2.399 2.758 -0.65
C 0.920 2.516 2.752 0.53
C 1.642 2.659 3.979 -0.07
N 2.219 2.789 4.988 -0.57
C 1.604 2.507 1.528 -0.67
C 0.924 2.398 0.329 -0.54
H 0.844 -0.166 -2.282 0.05
H -0.880 -0.520 -2.590 0.22
H 0.143 0.151 -3.928 0.55
H -2.222 3.081 -3.478 0.39
H -1.602 1.730 -4.492 0.44
H -2.737 1.385 -3.127 0.26
H -2.196 1.451 -0.828 0.38
H -2.251 1.995 1.567 0.36
H -1.007 2.448 3.708 0.45
H 2.692 2.589 1.532 0.39
H 1.468 2.445 -0.622 0.35
```

As for the strongest force on any atom: 3.0 eV/A. The HOMO energy comes out at -6.8 eV. The relative energy (zero: lowest compared OMol25 entry of this formula, charge and spin) is 156.9 kcal per mole. Its charge is 0.

---

> What is the relative energy (zero: lowest compared OMol25 entry of this formula, charge and spin) in the first record?

37.3 kcal per mole

---

> The lowest strongest force on any atom belongs to which entry?

C18H25N3O3

---

> What is the formula in the second record?

C18H25N3O3S